w) A single C6H9N3 molecule, computed with ωB97M-V/def2-TZVPD.

```
! RIJCOSX wB97M-V def2-TZVPD def2/J DEFGRID3
* xyz 0 1
C 3.3208 -0.2201 0.6999
C 1.8515 0.1409 0.0704
C 2.9945 -0.4686 -0.7096
C 0.1965 -0.1335 -0.0789
C -0.3430 -1.1018 0.9680
C -1.5229 1.7339 -0.0480
N 1.9335 1.5422 0.2092
N 0.8215 2.0874 0.2615
N -0.1918 1.2424 0.1200
H 3.5406 0.0570 -1.4883
H 2.8116 -1.5117 -0.9511
H -0.0372 -0.4773 -1.0950
H 0.1983 -0.9932 1.9041
H -0.2470 -2.1270 0.6178
H -1.3984 -0.9049 1.1570
H -2.2115 1.2060 0.6162
H -1.5191 2.7933 0.2021
H -1.8671 1.6114 -1.0809
*
```

Frontier orbital gap (spin up / spin down), eV: 7.55 / 7.55
HOMO energy (spin up / spin down), eV: -8.1 / -8.1
LUMO level (spin up / spin down), eV: -0.55 / -0.55

x) A single C6H9N3 molecule, computed with ωB97M-V/def2-TZVPD.

```
! RIJCOSX wB97M-V def2-TZVPD def2/J DEFGRID3
* xyz 0 1
H 3.0264 -0.8158 -0.2157
N 2.7804 0.1359 -0.1772
C 1.4938 0.2848 -0.1406
C 1.0258 1.6343 0.0977
C -0.3830 1.9258 0.1973
C -1.2292 0.7842 -0.3283
N -2.7423 0.2966 -0.3626
C -1.4086 -0.4498 0.5793
C -0.3785 -1.5648 0.1907
N 0.9866 -1.0305 -0.0539
H 1.8387 2.4791 0.2537
H -0.5782 3.0150 0.5827
H -0.6377 0.3736 -1.3562
H -3.0079 -0.5563 -1.1414
H -1.7406 -0.1607 1.8190
H -0.0940 -2.1912 1.0486
H -0.6400 -2.3268 -0.8717
H 1.6884 -1.8335 -0.1213
*
```

SMILES: [H]/N=C1/C=C[C@@H]2N[C@H]2CN1
Frontier orbital gap, eV: 8.51
HOMO energy, eV: -8.3
LUMO level, eV: 0.20

What should be chosen as the most stable of them? Choose w).

w) A single C6H9N3 molecule, computed with ωB97M-V/def2-TZVPD.

```
! RIJCOSX wB97M-V def2-TZVPD def2/J DEFGRID3
* xyz 0 1
H 0.3298 -2.4586 -0.5768
N -0.6740 -2.3043 0.0655
C -0.7426 -1.1048 -0.2640
C -1.9599 -0.4079 0.3960
C -1.8388 0.9331 0.1212
C -0.3975 1.2230 -0.2385
N 0.3664 2.2485 0.0132
H 0.0327 3.0843 0.5215
N 0.1749 -0.0753 -0.6369
C 1.7486 -0.1022 -0.5962
C 2.3401 -0.3613 0.8960
H -2.9679 -0.7697 0.6522
H -2.6697 1.6795 0.5529
H 1.9737 0.7981 -1.1867
H 1.9805 -0.9307 -1.1257
H 1.9220 0.4001 1.5365
H 3.5446 -0.4821 0.6519
H 1.8839 -1.4822 0.9940
*
```

SMILES: [H]/N=C1C=C/C(=N\[H])N/1CC
Frontier orbital gap, eV: 9.28
HOMO energy, eV: -9.1
LUMO level, eV: 0.15

x) A single C6H9N3 molecule, computed with ωB97M-V/def2-TZVPD.

```
! RIJCOSX wB97M-V def2-TZVPD def2/J DEFGRID3
* xyz 0 1
C -1.1145 -1.1603 0.3784
N -0.2903 -0.0435 -0.2651
N -0.6952 1.1864 -0.1513
C -1.6217 1.7611 0.5298
C -2.5559 1.1085 1.4501
N -3.2853 0.5350 2.1351
C 0.8649 -0.2997 -1.0500
C 2.1565 0.5440 -0.8033
C 2.0838 -0.8881 -0.3519
H -2.1840 -1.1928 0.1396
H -0.6405 -2.1352 0.1082
H -1.1425 -1.0189 1.4848
H -1.7451 2.8493 0.4272
H 0.5840 -0.6640 -2.0442
H 2.6867 0.7934 -1.7212
H 2.1670 1.2907 -0.0209
H 2.0033 -1.0986 0.6702
H 2.7289 -1.5674 -0.9156
*
```

SMILES: CN(/N=C\C#N)C1CC1
Frontier orbital gap, eV: 9.50
HOMO energy, eV: -8.7
LUMO level, eV: 0.84

What should be chosen as the most stable of them? Choose x).

w) 2 unconnected molecules or ions with the total composition C3H12N2O2, computed with ωB97M-V/def2-TZVPD.

```
! RIJCOSX wB97M-V def2-TZVPD def2/J DEFGRID3
* xyz 0 1
C 0.0754 0.0197 2.2174
N -1.0217 -0.4382 1.3326
C -1.4007 0.7042 0.3471
O -0.7206 -1.5645 0.6948
H 0.9400 0.2149 1.5829
H -0.2148 0.9165 2.7628
H 0.3201 -0.7836 2.9091
H -1.8615 -0.5895 1.9246
H -2.0401 0.2876 -0.4245
H -0.4887 1.0948 -0.0972
H -1.9005 1.4823 0.9162
N 0.3837 -0.1357 -2.6357
C 1.0481 -0.6276 -1.4681
O 1.7026 0.3820 -0.6907
H -0.3955 0.4633 -2.4082
H 1.0023 0.3722 -3.2492
H 1.7834 -1.3804 -1.7803
H 0.3405 -1.1530 -0.7423
H 2.4479 0.7348 -1.1912
*
```

SMILES: C[NH+](C)[O-].NCO
Frontier orbital gap, eV: 9.19
HOMO energy, eV: -8.5
LUMO level, eV: 0.72

x) 3 unconnected molecules or ions with the total composition C3H12N2O2, computed with ωB97M-V/def2-TZVPD.

```
! RIJCOSX wB97M-V def2-TZVPD def2/J DEFGRID3
* xyz 0 1
C -1.6440 -0.8137 -0.0476
C -0.8447 0.1718 -1.1030
N 0.2138 1.0496 -0.3526
C 1.3840 0.5890 -0.0839
N 1.8646 -0.6827 -0.6053
H -2.1723 -0.1135 0.6226
H -0.9460 -1.1863 0.6472
H -2.2112 -1.4424 -0.6748
H -1.5712 0.8772 -1.6530
H -0.2782 -0.5158 -1.8241
H 1.9761 1.0477 0.6602
H 1.1935 -1.3527 -0.8796
H 2.4775 -1.3389 -0.1695
O -1.0801 -2.6636 4.3013
H -1.4572 -2.1792 3.5290
H -0.2887 -2.0387 4.4123
O 1.5507 3.5150 -2.2612
H 0.9093 3.8093 -1.6312
H 0.9241 3.2679 -2.8869
*
```

SMILES: CC/N=C\N.O.O
Frontier orbital gap, eV: 9.85
HOMO energy, eV: -9.4
LUMO level, eV: 0.48

What should be chosen as the most stable of them? Choose x).

w) 3 unconnected molecules or ions with the total composition C3H12N2O2, computed with ωB97M-V/def2-TZVPD.

```
! RIJCOSX wB97M-V def2-TZVPD def2/J DEFGRID3
* xyz 0 1
H 1.1030 -1.2812 -0.0248
N 1.1132 -0.4645 0.7334
C -0.1414 -0.9571 0.6377
N -0.9051 -0.8117 -0.5034
C -2.2012 -0.1528 -0.2963
C -2.0731 1.2560 0.2816
H -0.6088 -1.2913 1.5679
H -0.2974 -0.3896 -1.2018
H -2.7848 -0.7823 0.3803
H -2.7225 -0.0436 -1.2675
H -1.7449 1.1929 1.3426
H -2.8524 1.9940 0.1428
H -1.1019 1.6243 -0.0902
O 1.2830 1.8623 -0.5830
H 1.3232 1.0375 0.0041
H 2.2202 2.0521 -0.3668
O 3.7510 -1.4380 -0.4635
H 3.4685 -2.3626 -0.4929
H 3.1713 -1.0445 0.1997
*
```

SMILES: [H]/N=C\NCC.O.O
Frontier orbital gap, eV: 9.53
HOMO energy, eV: -9.2
LUMO level, eV: 0.38

x) 3 unconnected molecules or ions with the total composition C3H12N2O2, computed with ωB97M-V/def2-TZVPD.

```
! RIJCOSX wB97M-V def2-TZVPD def2/J DEFGRID3
* xyz 0 1
H 1.3806 -2.9232 -0.4050
N 0.6088 -2.3177 -0.6605
C 0.9785 -1.1107 -0.8097
N 0.1861 -0.0162 -0.6193
C 0.7683 1.2247 -0.1414
C -0.1763 2.1772 0.5592
H 2.0396 -0.7881 -0.9389
H -0.8195 -0.1058 -0.7027
H 1.5318 0.9649 0.6168
H 1.2034 1.6848 -1.0447
H 0.1466 3.2181 0.5375
H -1.0876 2.1262 -0.0855
H -0.4692 1.8646 1.5694
O -2.3353 -0.7672 -1.8626
H -2.2185 -1.6741 -2.1437
H -3.1923 -0.4198 -2.1194
O 0.4302 -0.6696 2.7766
H 0.2219 -1.3207 3.4421
H 0.8029 -1.1472 2.0319
*
```

SMILES: [H]/N=C/NCC.O.O
Frontier orbital gap, eV: 9.24
HOMO energy, eV: -8.4
LUMO level, eV: 0.88

y) 2 unconnected molecules or ions with the total composition C3H12N2O2, computed with ωB97M-V/def2-TZVPD.

```
! RIJCOSX wB97M-V def2-TZVPD def2/J DEFGRID3
* xyz 0 1
N 1.3226 -1.2773 0.1616
C 1.4680 0.1331 0.5106
N 0.8603 0.6275 1.7054
C -0.5441 1.0986 1.6302
C -1.4450 0.2486 0.7702
O -1.2503 0.4328 -0.6582
H 0.8694 -1.8185 0.8834
H 1.9873 -1.8586 -0.3156
H 1.0411 0.7165 -0.3049
H 2.5332 0.3942 0.5223
H 0.9074 -0.0071 2.4825
H -0.5397 2.1460 1.3511
H -0.9239 0.9663 2.6447
H -2.4602 0.6373 0.8972
H -1.5077 -0.8084 1.0234
H -0.6745 -0.3272 -0.8367
O -0.5319 -0.7251 -4.4065
H -1.0016 -0.7100 -3.5637
H -0.1105 0.1316 -4.4971
*
```

SMILES: NCNCCO.O
Frontier orbital gap, eV: 9.56
HOMO energy, eV: -8.7
LUMO level, eV: 0.83

z) 3 unconnected molecules or ions with the total composition C3H12N2O2, computed with ωB97M-V/def2-TZVPD.

```
! RIJCOSX wB97M-V def2-TZVPD def2/J DEFGRID3
* xyz 0 1
H 0.3397 -1.1514 3.1552
N -0.0359 -1.1005 2.2156
C 0.4780 -0.0300 1.6926
N 0.4238 0.2743 0.3493
C 0.3007 1.5914 -0.2241
C -1.1213 2.0605 -0.5439
H 1.0373 0.7499 2.2457
H 0.6772 -0.5227 -0.2404
H 1.0761 1.6661 -1.0278
H 0.7199 2.2315 0.5717
H -1.3850 1.6282 -1.4785
H -1.0876 3.1878 -0.5082
H -1.7874 1.6920 0.2200
O -0.2925 -2.9755 -0.0416
H -0.4291 -2.2706 0.6171
H 0.6669 -2.9532 -0.0556
O 0.3222 -1.0359 -2.1822
H 0.1741 -1.2876 -3.0999
H -0.0770 -1.7542 -1.6649
*
```

SMILES: [H]/N=C/NCC.O.O
Frontier orbital gap, eV: 9.90
HOMO energy, eV: -9.0
LUMO level, eV: 0.89

What should be chosen as the most stable of them? Choose z).

w) 3 unconnected molecules or ions with the total composition C3H12N2O2, computed with ωB97M-V/def2-TZVPD.

```
! RIJCOSX wB97M-V def2-TZVPD def2/J DEFGRID3
* xyz 0 1
C 0.1196 -0.0772 2.5207
C 0.2768 0.2164 0.9790
N 0.9662 -0.8031 0.2620
C 0.0090 1.4677 0.4277
N 0.4475 1.8200 -0.8868
H 1.2596 0.0224 2.9616
H -0.2557 -0.9973 2.7685
H -0.6830 0.6205 2.8318
H 1.6185 -0.3301 -0.2981
H 1.4121 -1.3853 0.8671
H -0.4933 2.2900 0.9005
H 0.3068 1.1523 -1.5663
H -0.1047 2.6301 -1.1030
O 0.7779 -0.5812 -3.8103
H -0.1502 -0.3363 -3.3054
H 0.6408 -1.4676 -4.1489
O -2.1602 -1.7671 0.2285
H -1.2355 -1.4658 0.1109
H -2.7522 -1.0084 0.2607
*
```

SMILES: C/C(N)=C/N.O.O
Frontier orbital gap, eV: 8.24
HOMO energy, eV: -7.7
LUMO level, eV: 0.56

x) 3 unconnected molecules or ions with the total composition C3H12N2O2, computed with ωB97M-V/def2-TZVPD.

```
! RIJCOSX wB97M-V def2-TZVPD def2/J DEFGRID3
* xyz 0 1
C 0.4933 -1.4074 -0.6150
C -0.6454 -0.6998 0.0942
N -1.9562 -1.1933 -0.1334
C -0.4953 0.5120 0.6731
N -1.6242 1.3617 0.8782
H 0.4675 -2.4926 -0.4476
H 1.3539 -0.8650 -0.1738
H 0.5584 -1.3593 -1.7168
H -2.6912 -0.5446 0.1305
H -2.2092 -2.0887 0.2483
H 0.4998 0.8786 0.8763
H -1.2683 2.2948 1.0383
H -2.0577 1.3766 -0.0387
O 0.1212 -1.6639 3.1708
H -0.1420 -2.0686 2.3416
H -0.1359 -0.7418 3.1741
O 3.3099 2.7622 -3.6054
H 3.5444 3.4900 -4.1910
H 3.7324 2.0182 -4.0484
*
```

SMILES: C/C(N)=C/N.O.O
Frontier orbital gap, eV: 8.54
HOMO energy, eV: -7.8
LUMO level, eV: 0.77

y) 3 unconnected molecules or ions with the total composition C3H12N2O2, computed with ωB97M-V/def2-TZVPD.

```
! RIJCOSX wB97M-V def2-TZVPD def2/J DEFGRID3
* xyz 0 1
C -1.8995 -0.2552 2.2307
C -1.2666 0.0077 0.8336
N -0.1262 0.8891 1.1104
C 0.0714 1.7982 0.2426
N -0.4636 1.8307 -1.0871
H -2.7471 0.4417 2.2918
H -1.1714 0.0822 3.1382
H -2.2321 -1.2384 2.4951
H -1.9573 0.4873 0.0785
H -0.6583 -0.9536 0.4776
H 0.9871 2.5031 0.5117
H -1.4962 1.8709 -1.1889
H -0.0782 2.3149 -1.7758
O 2.9955 -2.2302 -1.0470
H 2.0953 -1.7392 -1.0515
H 3.3460 -1.5890 -0.3773
O 0.2886 -1.2085 -1.5419
H 0.8031 -1.2587 -2.2328
H -0.4668 -1.7539 -1.6594
*
```

SMILES: CC/N=C\N.O.O
Frontier orbital gap, eV: 9.66
HOMO energy, eV: -9.1
LUMO level, eV: 0.57

What should be chosen as the most stable of them? Choose x).